Here is an isolated ion of composition C9H13BrN3 and charge +1 from the Open Molecules 2025 dataset. Energies are from wB97M-V/def2-TZVPD.

## Properties
SMILES: CC/N=c1\ccc(Br)c(C)n1C=[NH2+]
frontier orbital gap: 8.4 eV

```
! wB97M-V def2-TZVPD RIJCOSX def2/J DEFGRID3
* xyz 1 1
C 1.77916 2.98348 -0.00058
C 2.23958 1.62519 -0.51611
N 1.38718 0.51961 -0.33166
C 0.49903 0.10398 0.43000
C -0.24461 0.82827 1.46294
C -1.58278 0.83721 1.43174
C -2.24584 0.01815 0.44346
Br -4.05904 0.39859 0.02620
C -1.59060 -0.98117 -0.18141
C -2.19857 -1.83895 -1.24484
N -0.22832 -1.24014 0.19017
C 0.08071 -2.47408 0.58050
N -0.78048 -3.44444 0.76768
H 2.45337 3.74514 -0.38347
H 0.77754 3.20052 -0.36300
H 1.79029 3.03478 1.08378
H 3.19650 1.34677 -0.05809
H 2.41025 1.66736 -1.59776
H 0.31921 1.47028 2.11701
H -2.17614 1.46868 2.07204
H -2.61913 -1.19341 -2.02111
H -1.45984 -2.49233 -1.70193
H -3.03668 -2.42802 -0.86334
H 1.13003 -2.66082 0.79184
H -0.47733 -4.34196 1.11381
H -1.77174 -3.30576 0.62477
*
```

Here is a 11-piece molecular cluster, C4H29NO12 overall from the Open Molecules 2025 dataset. Energies are from wB97M-V/def2-TZVPD.

## Properties
SMILES: NC(=O)CCCO.O.O.O.O.O.O.O.O.O.O
frontier orbital gap: 10.3 eV

```
! wB97M-V def2-TZVPD RIJCOSX def2/J DEFGRID3
* xyz 0 1
N 1.10116 -0.37885 3.11333
C -0.15752 0.04056 2.86518
O -0.96565 -0.60248 2.19747
C -0.60009 1.37733 3.39260
C -0.11639 2.43779 2.38185
C -1.23355 3.26493 1.76125
O -2.04898 2.44012 0.90115
H 1.63788 0.24960 3.68919
H 1.37214 -1.35063 3.14517
H -1.69128 1.38623 3.43335
H -0.42113 1.61682 4.44654
H 0.73181 2.97196 2.84180
H 0.51773 1.97496 1.60990
H -1.96022 3.57424 2.51000
H -0.77929 4.04336 1.15289
H -2.73729 2.08942 1.45183
O 1.57527 -2.03509 -3.37559
H 1.06805 -1.57751 -2.69514
H 2.18376 -2.57107 -2.86209
O 2.34620 -0.03402 -1.07529
H 2.46151 -0.17125 -0.14007
H 2.88695 0.62602 -1.50353
O 0.09890 -2.98652 2.97712
H -0.09813 -3.84459 2.60162
H -0.42172 -2.30218 2.51280
O -1.70451 -2.16387 -0.02789
H -1.58789 -1.39387 0.53262
H -1.72369 -1.79154 -0.91803
O 3.70692 1.98759 0.31968
H 2.83274 2.33912 0.50420
H 4.04199 1.67554 1.16550
O 0.92204 -2.41006 -0.80644
H 0.27898 -2.24788 -0.10606
H 0.44526 -2.79667 -1.53809
O -1.07933 -2.46700 -3.02797
H -0.36125 -2.06503 -3.53551
H -1.56970 -2.92297 -3.70010
O 1.25777 0.76371 -4.23111
H 1.67605 -0.10350 -4.23052
H 1.43029 1.14524 -3.36688
O -2.39315 0.33014 -3.78302
H -3.17893 0.10037 -3.27333
H -2.00246 -0.54549 -3.89803
O -2.05389 0.43284 -1.08008
H -1.71204 1.02531 -0.39529
H -1.97535 0.86889 -1.93699
*
```

Relative energy (zero: lowest compared OMol25 entry of this formula, charge and spin) per entry: 0.0, 60.0 kcal per mole